11 unconnected molecules or ions with the total composition C25H72O11 at a distorted geometry. Source: OMol25; level of theory: ωB97M-V/def2-TZVPD.

XYZ file:
```
108
Properties=species:S:1:pos:R:3:forces:R:3
C 3.984242 -2.804124 3.107365 0.155 0.343 1.063
C 2.908217 -3.805105 2.764220 0.053 0.246 -0.334
C 1.529292 -3.168572 2.707801 -0.192 -0.424 -0.296
O 3.227600 -4.332228 1.462878 0.159 -0.020 0.032
H 4.989537 -3.221974 3.088951 -0.047 -0.106 -0.358
H 3.854107 -2.464373 4.144917 -0.167 -0.086 -0.112
H 3.930683 -1.892799 2.516310 0.068 -0.201 -0.380
H 2.923452 -4.609764 3.504029 -0.015 -0.094 -0.073
H 0.827400 -3.884363 2.268765 -0.057 0.028 0.211
H 1.526864 -2.315293 2.025733 0.084 0.129 0.149
H 1.161833 -2.882746 3.692743 0.033 0.129 0.011
H 2.937981 -5.243832 1.375381 -0.122 0.018 0.070
C 3.257785 -0.612659 -1.332180 0.313 -0.161 0.113
C 2.644152 -2.004648 -1.264439 0.612 -0.006 0.040
C 2.002584 -2.394176 -2.578525 -0.490 -0.215 0.097
O 3.708003 -2.930836 -0.986063 -0.387 0.213 0.007
H 4.132391 -0.661322 -1.985602 -0.077 0.076 -0.080
H 3.634440 -0.334952 -0.345809 -0.052 0.105 -0.016
H 2.581412 0.160685 -1.700235 -0.100 -0.047 0.067
H 1.931602 -2.041382 -0.431265 -0.226 -0.050 -0.176
H 1.261758 -1.648007 -2.882701 0.107 0.011 -0.100
H 1.478821 -3.351084 -2.498385 0.128 0.011 0.057
H 2.767497 -2.512870 -3.345093 0.038 0.178 -0.043
H 3.521110 -3.345295 -0.133210 0.134 -0.154 0.047
C -3.354969 3.134986 0.957115 -0.145 -0.294 -0.152
C -3.282650 4.211429 2.025137 0.641 -0.270 0.076
C -4.530904 5.059082 2.083100 -0.395 0.109 0.197
O -3.020436 3.536936 3.265706 -0.162 0.134 -0.194
H -4.008624 3.445390 0.139086 0.069 0.023 -0.046
H -3.760971 2.211399 1.375563 -0.079 0.099 0.037
H -2.370647 2.895236 0.552071 0.021 0.010 0.035
H -2.400705 4.825192 1.791074 -0.219 0.250 0.098
H -5.431542 4.440203 2.117715 0.097 -0.085 -0.068
H -4.597535 5.712810 1.211630 0.009 -0.024 0.000
H -4.565136 5.685669 2.978293 0.183 0.054 -0.060
H -2.955703 4.205263 3.955466 0.018 -0.039 0.027
C -4.593494 -0.525288 -3.811429 -0.457 0.059 -0.034
C -3.425779 -0.022728 -4.607434 0.376 0.119 -0.730
C -2.094635 -0.408216 -4.008954 0.348 -0.106 0.192
O -3.571755 -0.600231 -5.919554 -0.030 0.088 0.199
H -5.524518 -0.251775 -4.309869 0.005 -0.022 0.011
H -4.620579 -0.109756 -2.803988 0.120 -0.062 0.050
H -4.549845 -1.614020 -3.763659 -0.008 0.005 0.111
H -3.441327 1.070353 -4.727315 -0.244 -0.012 0.195
H -1.988433 -0.036952 -2.986663 -0.050 -0.052 -0.027
H -1.257454 -0.002036 -4.581340 -0.048 0.008 -0.070
H -1.992102 -1.494994 -3.987449 -0.017 0.007 0.009
H -2.875936 -0.253244 -6.486136 0.026 -0.027 0.022
C -1.851339 -0.975718 3.248013 0.125 0.301 0.160
C -2.357149 -2.409334 3.279116 0.390 0.252 0.401
C -3.370378 -2.633364 4.376863 0.018 -0.373 0.087
O -2.949149 -2.784239 2.061790 -0.090 -0.214 -0.209
H -1.444064 -0.693240 4.225419 -0.032 -0.064 -0.053
H -2.647836 -0.266101 3.011208 -0.037 -0.082 -0.066
H -1.044040 -0.858589 2.520749 -0.092 -0.034 -0.082
H -1.474837 -3.033242 3.511393 -0.164 -0.133 -0.184
H -4.283086 -2.064009 4.202516 0.039 0.119 0.010
H -2.934665 -2.371346 5.341879 -0.112 0.094 0.029
H -3.634162 -3.692953 4.410852 -0.067 0.057 -0.005
H -2.318120 -2.601132 1.348379 0.012 0.177 -0.052
C 3.261649 2.905859 -0.010645 -0.861 -0.167 0.965
C 4.690056 3.396681 0.133550 -0.356 0.004 -0.255
C 5.220146 3.190613 1.528980 0.894 0.286 0.106
O 5.564418 2.693967 -0.755744 -0.053 0.155 0.122
H 2.764395 3.061800 -0.970332 0.427 -0.073 -0.211
H 2.605899 3.374938 0.739337 0.267 0.329 -0.113
H 3.186920 1.856184 0.285943 0.267 -0.102 -0.455
H 4.723963 4.473032 -0.084357 0.015 -0.044 -0.103
H 4.597812 3.642658 2.295672 -0.237 -0.112 -0.042
H 6.200838 3.676842 1.595305 -0.070 -0.106 0.002
H 5.389475 2.137337 1.751785 -0.252 -0.065 -0.022
H 5.216076 2.790365 -1.646721 -0.005 -0.035 -0.058
C -1.049228 -4.535411 -0.388108 -0.091 -0.268 0.406
C -1.328967 -3.189843 -1.017058 -0.126 -0.262 -0.144
C -2.741130 -3.105456 -1.558796 -0.446 0.207 -0.710
O -1.112910 -2.190078 -0.015613 0.349 -0.215 -0.163
H -0.109382 -4.497118 0.165642 0.086 -0.055 -0.172
H -1.004237 -5.326345 -1.137360 0.066 0.056 -0.052
H -1.830401 -4.813297 0.326551 -0.007 0.128 -0.026
H -0.619136 -3.070409 -1.844138 -0.023 0.311 0.129
H -2.858948 -3.716870 -2.461514 0.062 -0.296 0.273
H -3.006188 -2.108924 -1.920037 0.256 0.150 0.314
H -3.496768 -3.389330 -0.825118 0.119 -0.108 0.088
H -0.912503 -1.361415 -0.470489 -0.347 0.214 0.017
C -1.251684 4.323979 -2.171698 -0.346 0.284 0.164
O -1.329535 2.898725 -2.345350 -0.119 0.439 0.174
H -1.519084 4.616958 -1.152684 0.064 -0.120 0.026
H -0.247299 4.680410 -2.377425 0.106 -0.259 -0.115
H -1.949450 4.816712 -2.851051 0.115 0.023 -0.081
H -2.265969 2.696400 -2.245985 -0.028 -0.237 -0.160
C 0.007504 0.854212 0.207312 0.204 0.088 0.123
O -0.811738 0.497457 -0.903511 0.264 -0.034 0.314
H 0.773147 1.585992 -0.069169 -0.078 0.002 -0.069
H -0.581352 1.250532 1.040504 -0.025 -0.036 -0.035
H 0.532680 -0.037574 0.551131 -0.099 -0.063 -0.040
H -1.059389 1.324123 -1.333447 0.071 0.021 -0.176
C 1.426833 1.590023 -4.208283 0.067 -0.260 -0.183
O 1.466555 2.684541 -3.314597 0.143 0.080 0.137
H 1.318609 0.628134 -3.694410 -0.069 0.099 0.041
H 0.621698 1.689234 -4.944680 0.007 0.023 0.045
H 2.375729 1.560744 -4.743529 -0.022 0.096 0.022
H 0.660274 2.668324 -2.791066 -0.112 -0.131 -0.075
C 2.759811 0.643943 2.833704 -0.434 0.071 -0.862
O 3.083399 1.770933 3.615032 0.218 0.081 0.198
H 3.642914 0.289733 2.300424 0.237 0.000 0.440
H 2.308734 -0.162897 3.412593 0.121 -0.070 0.021
H 2.080136 0.915998 2.010841 -0.188 -0.027 0.321
H 2.407367 1.887867 4.286681 -0.037 0.002 -0.035
```
Positions in Å, forces in eV/Å.

Values from the calculation:
relative energy (zero: lowest compared OMol25 entry of this formula, charge and spin) = 7.1 kcal/mol
M = 548.8 g/mol
SMILES = CC(C)O.CC(C)O.CC(C)O.CC(C)O.CC(C)O.CC(C)O.CC(C)O.CO.CO.CO.CO